1.
55
Properties=species:S:1:pos:R:3:forces:R:3:mulliken_spin:R:1 method="wB97M-V/def2-TZVPD" multiplicity=2 s_squared=0.85 orbital_gap_ev="3.1 / 3.2" mol_weight_da=530.51
Co -3.7888 0.2999 -2.3499 -0.2 -0.2 -0.4 1.1432
S -4.0259 0.8762 -4.4591 -0.1 0.0 0.1 -0.0807
C -4.4380 -0.6303 -5.2705 0.0 0.0 0.0 0.0008
C -4.7029 -0.6509 -6.6416 0.0 0.1 0.0 0.0081
C -5.0200 -1.8299 -7.2976 0.0 0.0 0.1 -0.0040
C -5.0784 -3.0204 -6.5791 0.0 0.0 0.0 0.0071
C -4.8208 -3.0111 -5.2171 0.0 0.0 0.0 -0.0001
C -4.5049 -1.8265 -4.5473 0.0 0.0 0.0 -0.0003
S -4.1841 -1.8191 -2.8223 0.2 0.0 0.0 -0.0803
H -4.6599 0.2836 -7.1903 0.0 0.0 0.0 0.0028
H -5.2253 -1.8213 -8.3617 0.0 0.0 0.0 -0.0003
H -5.3285 -3.9491 -7.0787 0.0 0.0 0.0 0.0007
H -4.8665 -3.9330 -4.6473 0.0 0.0 0.0 0.0024
F 1.5367 -2.6658 0.2000 0.0 0.0 0.0 0.0000
C 1.0544 -1.4457 0.5290 0.0 0.1 0.1 0.0009
C -0.1676 -1.0539 0.0655 0.1 -0.4 -0.1 -0.0024
C -0.6887 0.1718 0.4460 -0.6 0.4 -0.2 0.0021
C -1.9814 0.5789 -0.1678 0.3 0.2 0.2 -0.0075
O -2.5695 -0.2305 -0.8855 0.0 -0.2 0.1 0.0142
C -2.4098 1.9151 0.1214 0.0 -0.4 -0.1 -0.0027
C -1.7072 2.6241 1.0246 0.0 0.2 0.2 0.0001
N -0.5530 2.2387 1.6571 -0.1 0.0 0.2 0.0006
C -0.1582 3.0960 2.7697 0.0 0.0 -0.2 -0.0001
C 0.5043 2.6450 4.0285 0.1 -0.1 -0.1 0.0000
C 1.2308 3.5656 3.0630 0.0 0.1 0.1 0.0000
C 0.0100 1.0167 1.3180 0.3 0.0 0.0 -0.0001
C 1.2962 0.6131 1.7211 -0.2 0.3 0.1 0.0003
C 1.8184 -0.6011 1.3375 0.1 -0.4 -0.2 -0.0007
N 3.1419 -0.9364 1.7614 0.1 0.1 0.1 0.0000
C 3.3419 -1.2256 3.1741 0.0 -0.1 0.0 -0.0001
C 4.7336 -0.6852 3.5782 0.1 0.0 -0.1 0.0000
N 5.4761 -0.4230 2.2963 -0.3 -0.2 0.0 0.0000
C 5.4351 -1.6453 1.4215 0.0 0.1 0.1 0.0000
C 3.9733 -1.8088 0.9374 0.0 0.1 0.1 0.0000
C -3.6633 2.5587 -0.4831 0.3 0.1 -0.1 -0.0048
O -4.0947 3.5385 0.1156 -0.1 0.0 0.0 0.0030
O -4.0857 2.0514 -1.5653 0.0 0.2 0.2 -0.0023
H -0.7498 -1.6849 -0.5989 0.0 0.0 0.0 0.0002
H -2.0950 3.5967 1.3029 0.0 0.0 0.0 0.0002
H -0.9227 3.8428 2.9138 0.0 0.0 0.0 0.0000
H 0.8233 1.6170 4.0983 0.0 0.0 0.0 0.0000
H 0.1310 3.0545 4.9565 0.0 0.0 0.0 0.0000
H 2.0534 3.1813 2.4768 0.0 0.0 0.0 0.0000
H 1.3404 4.6057 3.3369 0.0 0.0 0.0 0.0000
H 1.9343 1.2697 2.2908 0.0 0.0 0.0 -0.0001
H 3.2887 -2.3041 3.3661 0.0 0.0 0.0 0.0000
H 2.5710 -0.7439 3.7680 0.0 0.0 0.0 0.0000
H 5.3092 -1.4047 4.1551 0.0 0.0 0.0 0.0000
H 4.6855 0.2586 4.1169 0.0 0.0 0.0 0.0000
H 6.4155 -0.0654 2.4490 0.0 -0.1 0.0 0.0000
H 4.9066 0.2773 1.8091 0.1 0.1 -0.1 0.0000
H 5.7617 -2.4806 2.0360 0.0 0.0 0.0 0.0000
H 6.1405 -1.5062 0.6071 0.0 0.0 0.0 0.0000
H 3.6984 -2.8612 1.0185 0.0 0.0 0.0 0.0000
H 3.8785 -1.5132 -0.1044 0.0 0.0 0.0 0.0000

***

2.
54
Properties=species:S:1:pos:R:3:forces:R:3:mulliken_spin:R:1 method="wB97M-V/def2-TZVPD" multiplicity=2 charge=-2 de_lowest_kcal_mol=0.0 s_squared=0.78 orbital_gap_ev="3.5 / 6.0" mol_weight_da=578.23
Sr 0.3740 0.1155 -1.2674 0.3 -0.3 -0.4 -0.0026
C -6.0612 3.1278 -0.3621 0.0 0.0 0.0 0.0000
C -4.7471 3.0164 -1.1040 0.0 0.0 0.0 0.0002
O -4.4196 1.6292 -1.2209 0.0 0.0 0.0 -0.0002
P -2.8780 1.1816 -1.0860 0.3 0.0 -0.1 0.0033
S -2.6678 -0.7458 -1.3004 -0.2 -0.2 0.0 0.0014
S -1.6669 2.2929 -2.2002 -0.1 0.3 0.0 -0.0013
O -2.6629 1.5949 0.4656 -0.1 0.1 0.2 0.0004
C -1.4007 1.3277 1.0941 -0.5 0.0 -0.1 0.0113
C -1.6193 1.4549 2.5823 0.2 0.0 0.0 -0.0026
H -6.3725 4.1732 -0.2980 0.0 0.0 0.0 0.0000
H -5.9560 2.7290 0.6471 0.0 0.0 0.0 0.0000
H -6.8397 2.5623 -0.8760 0.0 0.0 0.0 0.0000
H -3.9547 3.5483 -0.5755 0.0 0.0 0.0 -0.0001
H -4.8174 3.4366 -2.1100 0.0 0.0 0.0 0.0001
H -0.6685 2.0431 0.7052 0.1 0.0 0.1 -0.0009
H -1.1150 0.2973 0.8416 0.0 0.1 0.3 -0.0022
H -2.0109 2.4466 2.8160 0.0 0.0 0.0 -0.0002
H -0.6834 1.2989 3.1177 0.0 0.0 0.0 -0.0029
H -2.3323 0.7014 2.9158 0.0 0.0 0.0 0.0016
S 0.0968 -4.1669 0.7440 0.1 0.0 0.1 0.0768
C 0.3028 -3.1245 2.1362 0.0 0.0 0.0 0.0361
C 0.0355 -3.3803 3.4630 0.0 0.0 0.0 -0.0267
C 0.2891 -2.3917 4.4224 0.0 0.0 0.0 0.1114
C 0.8225 -1.1690 4.0172 0.0 0.0 0.0 -0.0618
C 1.0942 -0.8994 2.6851 0.0 0.0 0.0 0.1028
C 0.8218 -1.8727 1.7021 0.1 0.0 0.0 -0.0426
N 1.0356 -1.7339 0.3792 -0.3 -0.1 0.0 0.0899
C 0.7274 -2.8768 -0.3146 0.1 0.0 0.0 0.3843
C 0.9305 -3.0852 -1.7144 0.0 0.0 0.0 -0.1313
C 0.8321 -4.3935 -2.2499 0.0 0.0 0.0 0.2066
C 1.0834 -4.6252 -3.5924 0.0 0.0 0.0 -0.1145
C 1.4259 -3.5677 -4.4256 0.0 0.0 0.0 0.1912
C 1.4765 -2.2706 -3.8887 0.0 0.0 0.0 -0.0904
C 1.2278 -1.9544 -2.5547 0.1 -0.2 -0.2 0.1817
H -0.3684 -4.3414 3.7627 0.0 0.0 0.0 -0.0064
H 0.0788 -2.5808 5.4681 0.0 0.0 0.0 0.0188
H 1.0354 -0.4087 4.7622 0.0 0.0 0.0 -0.0036
H 1.5311 0.0453 2.3789 0.0 0.0 0.0 0.0134
H 0.5827 -5.2343 -1.6081 0.0 0.0 0.0 0.0493
H 1.0154 -5.6359 -3.9852 0.0 0.0 0.0 -0.0081
H 1.6283 -3.7426 -5.4790 0.0 0.0 0.0 0.0260
H 1.7081 -1.4626 -4.5854 0.0 0.0 0.0 -0.0054
F 6.1239 3.4471 0.1551 0.0 0.0 0.0 -0.0001
C 4.9060 2.8803 -0.1469 0.0 0.0 0.0 -0.0002
C 3.8816 3.6921 -0.5812 0.0 0.0 0.0 0.0000
C 2.6544 3.0940 -0.8783 0.0 0.0 0.0 0.0003
C 2.3940 1.7158 -0.7694 0.2 0.3 0.2 -0.0055
C 3.5007 0.9690 -0.3189 0.0 0.0 0.0 0.0090
C 4.7457 1.5200 -0.0064 0.0 0.0 0.0 0.0005
H 4.0454 4.7602 -0.6804 0.0 0.0 0.0 0.0000
H 1.8610 3.7606 -1.2162 0.0 0.0 0.0 0.0001
H 3.3991 -0.1099 -0.2034 0.0 0.0 0.0 -0.0069
H 5.5749 0.9118 0.3381 0.0 0.0 0.0 -0.0001

***

3.
55
Properties=species:S:1:pos:R:3:forces:R:3:mulliken_spin:R:1 method="wB97M-V/def2-TZVPD" multiplicity=2 de_lowest_kcal_mol=115.5 s_squared=0.76 orbital_gap_ev="7.9 / 7.8" mol_weight_da=646.43
Ru 0.0226 0.3679 1.2816 -1.1 -0.2 1.6 0.9199
O 3.9540 0.9209 2.8133 0.0 0.1 0.0 0.0067
C 3.0042 0.8737 2.0506 0.0 -0.1 0.1 0.0022
O 1.7806 1.0932 2.3401 0.1 0.2 -0.4 0.0541
C 3.2514 0.5845 0.5844 0.0 0.0 0.1 0.0010
C 4.5974 0.5679 0.1518 0.0 -0.1 0.0 0.0065
C 4.8592 0.3875 -1.1644 0.0 0.0 0.0 -0.0019
C 3.7744 0.2399 -2.0596 0.1 0.0 0.0 0.0048
C 3.9865 0.0754 -3.4479 0.0 0.0 0.0 -0.0018
C 2.9348 -0.0502 -4.3079 0.0 0.0 0.0 0.0010
C 1.6223 -0.0116 -3.7988 0.0 0.0 0.0 0.0013
C 1.3964 0.1411 -2.4601 -0.1 0.0 0.0 0.0015
C 2.4590 0.2694 -1.5412 0.0 -0.1 0.0 -0.0140
N 2.2082 0.4266 -0.1924 0.2 0.0 -0.2 0.0245
H 5.3600 0.7005 0.9041 0.0 0.0 0.0 0.0006
H 5.8732 0.3621 -1.5449 0.0 0.0 0.0 -0.0001
H 5.0065 0.0544 -3.8118 0.0 0.0 0.0 0.0001
H 3.1034 -0.1754 -5.3690 0.0 0.0 0.0 0.0001
H 0.7795 -0.1024 -4.4721 0.0 0.0 0.0 -0.0002
H 0.3890 0.1683 -2.0918 0.1 0.0 0.0 0.0052
I -0.8609 2.2181 -0.4267 0.3 0.4 0.1 -0.0040
C -1.8432 0.6720 -1.4302 0.0 0.2 -0.1 -0.0160
C -2.6891 1.0124 -2.4431 -0.2 -0.2 -0.1 0.0123
C -3.2371 -0.0119 -3.2448 0.0 0.1 0.0 -0.0077
C -2.8631 -1.3066 -3.0341 0.0 0.0 0.0 0.0084
C -1.9536 -1.6536 -2.0046 0.0 -0.1 0.0 -0.0136
C -1.4937 -2.9846 -1.8618 0.0 0.0 0.0 0.0372
C -0.5515 -3.2855 -0.9263 0.0 0.0 0.1 -0.0195
C -0.0667 -2.2957 -0.0416 -0.1 0.0 0.1 0.0353
C -0.5203 -1.0011 -0.0885 0.2 0.2 -0.5 0.0027
C -1.4456 -0.6546 -1.1310 -0.1 -0.2 -0.1 -0.0756
H -2.9291 2.0473 -2.6449 0.0 0.0 0.0 0.0010
H -3.9180 0.2453 -4.0449 0.0 0.0 0.0 -0.0002
H -3.2436 -2.0956 -3.6713 0.0 0.0 0.0 0.0000
H -1.8884 -3.7475 -2.5216 0.0 0.0 0.0 0.0018
H -0.1846 -4.3001 -0.8366 0.0 0.0 0.0 -0.0005
H 0.6538 -2.5718 0.7161 0.0 0.0 -0.1 -0.0016
N -0.3835 1.8031 3.2783 0.1 0.1 -0.1 0.0812
C -1.5205 1.7911 4.1909 0.0 0.0 0.0 -0.0112
C -2.8068 1.7847 3.3868 0.0 -0.1 0.0 0.0037
C -3.0413 0.4121 2.7864 0.1 0.1 -0.1 0.0056
N -2.1398 0.0713 1.6495 0.2 0.1 -0.3 -0.0303
H 0.4930 1.5542 3.7253 0.0 0.0 0.0 -0.0025
H -0.2473 2.7375 2.9059 0.1 0.0 0.0 -0.0091
H -1.4920 2.6319 4.8909 0.0 0.0 0.0 0.0014
H -1.4639 0.8710 4.7774 0.0 0.1 0.0 0.0001
H -2.7623 2.5495 2.6032 0.0 0.0 0.0 0.0000
H -3.6541 2.0342 4.0280 0.0 0.0 0.0 0.0004
H -4.0661 0.3206 2.4174 0.0 0.0 0.0 -0.0008
H -2.8872 -0.3395 3.5514 0.0 -0.1 0.0 -0.0010
H -2.5424 0.5090 0.8261 -0.1 -0.1 0.0 0.0091
H -2.2028 -0.9312 1.4988 -0.1 0.0 0.2 0.0045
O -1.2122 -1.8684 3.3965 -0.1 0.2 -0.1 -0.0007
N 0.0003 -1.9181 3.3600 -0.1 -0.3 0.1 -0.0036
O 0.6010 -1.1930 2.4994 0.5 0.2 -0.1 -0.0184

***

4.
52
Properties=species:S:1:pos:R:3:forces:R:3:lowdin_charge:R:1 method="wB97M-V/def2-TZVPD" charge=-1 de_lowest_kcal_mol=3.9 orbital_gap_ev=7.3 mol_weight_da=505.26
In 0.1432 0.3874 0.2146 0.2 0.3 -0.3 0.9072
O 1.5741 1.9015 0.9640 -0.8 -0.3 -0.2 -0.0774
C 2.8217 1.7224 1.1246 0.5 0.1 0.1 -0.3708
C 3.7010 2.8251 0.8964 -0.1 0.1 0.0 -0.0103
C 5.0488 2.7465 1.0913 -0.1 0.0 0.0 -0.0999
C 5.6383 1.5579 1.5389 0.3 -0.2 0.1 -0.1241
C 4.8377 0.4699 1.7497 0.1 0.0 0.0 -0.0699
C 3.4479 0.5002 1.5398 0.2 0.5 -0.1 -0.1532
C 2.7717 -0.7381 1.6988 -0.1 -0.6 0.2 -0.0936
N 1.5520 -0.9964 1.4236 0.0 0.6 -0.1 -0.0105
C 1.0879 -2.3472 1.4982 -0.2 -0.8 0.1 -0.2092
C -0.4343 -2.3414 1.5752 0.2 -0.5 0.6 -0.2135
N -0.9789 -1.5908 0.4860 -0.1 0.3 -0.3 -0.0122
C -2.1773 -1.8227 0.1139 0.2 -0.5 0.2 -0.0965
C -2.9615 -1.0832 -0.8148 -0.2 0.4 -0.3 -0.1519
C -4.2382 -1.5966 -1.1088 0.0 0.1 -0.1 -0.0680
C -5.1245 -0.9361 -1.9168 -0.3 -0.3 0.0 -0.1253
C -4.7584 0.2999 -2.4625 0.1 0.0 0.1 -0.0999
C -3.5360 0.8393 -2.1857 0.0 0.1 -0.1 -0.0106
C -2.5782 0.1871 -1.3529 -0.4 -0.1 -0.2 -0.3488
O -1.4747 0.7914 -1.1518 0.5 0.1 0.4 -0.0808
H 3.2394 3.7371 0.5451 -0.1 0.1 0.0 0.1127
H 5.6751 3.6055 0.8891 0.0 0.1 0.0 0.0966
H 6.7051 1.4975 1.6999 0.1 0.0 0.0 0.0863
H 5.2742 -0.4698 2.0659 0.1 -0.1 0.1 0.1012
H 3.4068 -1.5648 2.0622 -0.1 0.1 -0.1 0.1331
H 1.5041 -2.8685 2.3742 -0.1 0.0 -0.1 0.1224
H 1.4024 -2.8895 0.5946 -0.1 0.0 0.1 0.1212
H -0.7090 -1.8277 2.5057 0.0 -0.1 0.0 0.1255
H -0.8263 -3.3727 1.5991 0.1 0.2 0.0 0.1230
H -2.6998 -2.6840 0.5667 0.1 0.1 -0.1 0.1331
H -4.5199 -2.5467 -0.6695 0.0 -0.1 0.0 0.1025
H -6.0974 -1.3556 -2.1279 -0.1 -0.1 0.0 0.0854
H -5.4550 0.8348 -3.0970 0.0 0.0 0.0 0.0969
H -3.2440 1.7990 -2.5887 0.1 0.0 0.0 0.1137
C 1.2834 -1.0938 -2.2305 0.2 -0.3 0.3 -0.1690
C 1.6463 0.1211 -1.5401 -0.1 0.1 0.2 -0.2880
C 1.3439 1.1894 -2.4695 0.3 0.2 0.4 -0.1571
C 0.7809 0.6500 -3.5811 -0.1 0.1 -0.5 -0.1468
C 0.7467 -0.7664 -3.4373 -0.2 -0.2 -0.3 -0.1422
H 1.4610 -2.0856 -1.8426 -0.1 -0.1 0.0 0.0801
H 2.5559 0.1631 -0.9506 0.0 0.0 0.1 0.0868
H 1.5533 2.2297 -2.2741 -0.1 0.1 0.0 0.0962
H 0.4181 1.1856 -4.4444 -0.1 0.1 0.0 0.0837
H 0.3711 -1.4511 -4.1825 -0.1 -0.1 0.0 0.0816
C -3.4729 0.7216 2.1715 0.4 0.4 0.0 0.0025
C -2.1245 1.4638 2.3227 -1.0 0.0 0.3 -0.6844
O -2.1022 2.5502 2.8730 0.0 0.3 0.0 0.0257
O -1.1142 0.8144 1.8842 0.8 -0.4 -0.4 -0.1020
H -4.2450 1.2082 2.7633 0.0 0.0 0.0 0.0669
H -3.3580 -0.3175 2.4775 0.0 -0.1 0.0 0.0668
H -3.7604 0.7469 1.1216 -0.1 -0.1 -0.1 0.0649

***

5.
57
Properties=species:S:1:pos:R:3:forces:R:3:mulliken_spin:R:1 method="wB97M-V/def2-TZVPD" multiplicity=2 charge=+1 de_lowest_kcal_mol=21.2 s_squared=0.77 orbital_gap_ev="5.1 / 4.8" mol_weight_da=685.47
Ru 0.1447 0.1050 -0.0548 -0.3 -0.2 0.3 0.1500
N -0.7675 3.2912 2.7664 0.0 0.0 -0.1 0.0054
C -0.2267 2.6192 1.7360 -0.2 0.2 0.4 -0.0249
N -0.5984 1.4231 1.3902 0.1 0.3 0.0 0.0397
C -1.6346 0.7906 2.0847 0.0 -1.1 -0.9 -0.0186
N -1.9303 -0.4547 1.7812 -2.1 1.3 2.6 0.0003
N -1.2464 -0.9714 0.8104 2.7 -1.4 -3.2 -0.0131
C -1.2775 -2.2648 0.4846 -1.1 1.9 1.7 -0.0360
C -0.4360 -2.6521 -0.5690 1.3 -0.5 -1.7 0.0096
C -0.3858 -3.9663 -1.0914 -0.3 0.8 0.7 -0.0057
C 0.4161 -4.2440 -2.1646 0.4 0.4 -0.4 -0.0043
C 1.1539 -3.2049 -2.7475 -0.3 -0.3 0.3 -0.0206
C 1.0769 -1.9468 -2.1917 0.2 -0.1 -0.2 -0.0086
N 0.3471 -1.6627 -1.1170 -0.5 -0.3 0.4 -0.0037
C -2.3153 1.4955 3.1426 0.1 0.5 0.2 0.0040
C -3.3972 0.9642 3.8443 0.0 0.1 0.2 -0.0016
C -3.9432 1.6624 4.9049 0.0 -0.3 -0.2 0.0014
C -3.4352 2.9014 5.2733 0.5 0.2 -0.3 -0.0011
C -2.3829 3.4647 4.5649 -0.3 0.0 0.3 0.0000
C -1.8278 2.7659 3.5058 -0.1 -0.5 -0.3 -0.0055
H -0.4184 4.2014 3.0326 0.1 -0.1 -0.2 -0.0011
H 0.5608 3.1000 1.1690 0.0 0.0 0.1 -0.0068
H -1.9319 -2.9471 1.0098 -0.1 0.0 0.0 -0.0003
H -0.9912 -4.7248 -0.6218 -0.1 -0.1 0.0 0.0000
H 0.4723 -5.2426 -2.5661 0.0 -0.1 0.0 -0.0003
H 1.7790 -3.3757 -3.6057 0.1 0.0 -0.2 0.0001
H 1.6305 -1.1270 -2.6304 0.0 0.0 0.1 -0.0014
H -3.7840 0.0057 3.5426 0.0 -0.2 0.0 -0.0005
H -4.7629 1.2353 5.4597 -0.1 0.0 0.0 0.0001
H -3.8494 3.4257 6.1197 -0.1 0.1 0.0 -0.0001
H -1.9916 4.4334 4.8441 0.0 0.1 0.0 0.0002
Se 0.8451 -0.9053 3.1254 1.7 -0.5 -1.6 0.0040
N 1.4655 -0.6282 1.3870 0.4 -1.0 0.9 -0.0221
C 2.5557 -1.4201 1.2095 -1.5 1.0 1.3 0.0145
C 3.3341 -1.5061 0.0604 1.6 -0.7 -1.3 -0.0127
C 4.4329 -2.3690 0.0297 -1.6 1.8 -0.9 0.0096
C 4.7753 -3.1231 1.1355 -0.5 -0.7 2.4 -0.0065
C 4.0205 -3.0528 2.3014 1.5 -0.8 -1.0 0.0077
C 2.9149 -2.2008 2.3592 -1.2 0.6 0.6 -0.0031
N 2.1374 -2.0614 3.4387 0.2 0.0 0.1 0.0182
H 3.1095 -0.8910 -0.7992 -0.1 -0.1 0.1 -0.0067
H 5.0253 -2.4325 -0.8704 0.0 0.0 -0.1 0.0003
H 5.6407 -3.7676 1.1053 0.0 -0.1 0.0 -0.0003
H 4.2630 -3.6528 3.1615 0.1 0.0 0.2 0.0001
Se -1.1227 1.0709 -1.7820 -0.5 0.2 -0.6 0.9412
C 4.3083 1.9734 -3.3380 0.1 -0.2 -0.3 0.0004
N 3.6393 1.9476 -2.0568 0.2 0.2 0.3 -0.0007
C 4.3780 2.3414 -0.8721 0.0 0.0 0.4 -0.0003
C 2.4209 1.4651 -1.8923 -0.7 -0.2 -0.2 -0.0050
O 1.8999 1.3262 -0.7760 0.1 -0.1 0.2 0.0020
H 4.9554 2.8470 -3.4004 -0.1 0.0 0.0 0.0000
H 3.5833 2.0178 -4.1481 0.0 0.0 0.0 -0.0001
H 4.9252 1.0788 -3.4622 0.0 0.1 -0.1 0.0000
H 5.3466 2.7385 -1.1553 0.0 0.0 -0.1 0.0001
H 4.5154 1.4867 -0.2068 0.0 0.0 0.0 -0.0001
H 3.8183 3.1072 -0.3317 0.1 -0.1 0.0 -0.0001
H 1.8881 1.2035 -2.8209 0.0 0.0 0.2 0.0033